[1]
{
  "formula": "C15H28MnN3O3",
  "method": "ωB97M-V/def2-TZVPD",
  "e_lumo_ev": [-8.268, -8.881],
  "total_energy_ha": -2128.3545,
  "max_force_ev_per_a": 0.3,
  "orbital_gap_ev": [9.99, 9.56],
  "multiplicity": 6,
  "de_lowest_ev": 0.0000,
  "total_charge": 3,
  "homo_ev": [-18.3, -18.4],
  "s_squared": 8.754,
  "elements": ["Mn", "C", "O", "C", "C", "O", "C", "H", "H", "H", "H", "H", "H", "H", "H", "H", "H", "C", "C", "N", "C", "C", "N", "C", "C", "H", "H", "H", "H", "H", "H", "H", "H", "H", "H", "H", "H", "H", "O", "N", "C", "C", "C", "C", "C", "H", "H", "H", "H", "H"],
  "xyz": [[0.259813, 0.096117, -0.220982], [1.491329, 3.032350, 0.589964], [1.660556, 1.606161, 0.368725], [2.958336, 1.104273, 0.768048], [3.274378, -0.099987, -0.070406], [2.116600, -0.960681, -0.059324], [2.345443, -2.257762, -0.679985], [2.174672, 3.583240, -0.052846], [1.692870, 3.271195, 1.632855], [0.465808, 3.288212, 0.341482], [2.929795, 0.866984, 1.832156], [3.714264, 1.870775, 0.598087], [4.131751, -0.625822, 0.350412], [3.495556, 0.176754, -1.102119], [3.122048, -2.169591, -1.436110], [1.422933, -2.578844, -1.153423], [2.652783, -2.969882, 0.081737], [-2.669089, -2.237691, 2.395341], [-1.817645, -1.794094, 1.183399], [-1.229306, -0.441627, 1.411944], [-0.395093, -0.482861, 2.652424], [-1.250046, -0.870145, 3.883924], [-2.652266, -1.121766, 3.403560], [-3.224533, 0.134760, 2.805067], [-2.341639, 0.530941, 1.598352], [-2.275086, -3.127217, 2.880845], [-3.705903, -2.422450, 2.125079], [-2.429329, -1.753503, 0.284720], [-1.011684, -2.504920, 1.010544], [0.054116, 0.496695, 2.804160], [0.403911, -1.206848, 2.506258], [-1.294795, -0.075611, 4.624266], [-0.895111, -1.775789, 4.369283], [-3.228124, -1.395715, 4.201892], [-3.232225, 0.894532, 3.582309], [-4.251727, -0.073594, 2.516339], [-1.921973, 1.523952, 1.745667], [-2.934132, 0.548934, 0.686555], [-0.363408, 0.042111, -2.065841], [-0.047097, 0.453398, -3.309761], [-0.638428, -0.197027, -4.320867], [-0.381661, 0.178213, -5.621834], [0.482860, 1.230161, -5.873567], [1.076136, 1.888022, -4.801727], [0.793329, 1.481912, -3.520319], [-1.303615, -0.999152, -4.041755], [-0.867305, -0.358914, -6.424442], [0.690194, 1.537370, -6.889863], [1.751646, 2.717664, -4.954304], [1.200095, 1.946766, -2.635918]],
  "atomic_forces_ev_per_a": [[0.27, 0.11, -0.17], [0.07, -0.06, 0.07], [-0.21, 0.04, -0.09], [0.00, 0.12, 0.06], [0.04, -0.10, 0.04], [-0.31, -0.10, -0.06], [0.16, 0.04, 0.07], [0.03, 0.00, -0.02], [0.00, -0.01, 0.03], [-0.05, -0.02, -0.03], [-0.02, -0.01, 0.04], [0.00, 0.04, 0.02], [0.02, -0.03, 0.00], [0.00, 0.00, -0.06], [0.00, 0.02, -0.05], [-0.10, 0.00, 0.00], [0.04, 0.00, 0.03], [0.02, 0.10, 0.01], [-0.01, 0.09, 0.05], [0.24, -0.09, 0.12], [-0.30, -0.06, 0.05], [-0.05, 0.01, -0.13], [0.07, 0.04, -0.08], [0.07, -0.08, -0.02], [0.03, -0.07, 0.00], [0.02, -0.01, 0.02], [-0.03, 0.00, 0.00], [0.00, 0.02, -0.03], [0.05, -0.02, 0.02], [0.01, 0.05, -0.02], [0.05, -0.04, -0.03], [-0.01, 0.03, 0.02], [0.00, -0.04, 0.00], [-0.01, 0.00, 0.02], [0.01, 0.02, 0.03], [-0.02, -0.02, -0.02], [0.04, 0.02, 0.03], [-0.01, 0.01, -0.04], [0.10, 0.18, 0.13], [-0.17, -0.15, 0.10], [-0.01, -0.02, -0.17], [-0.05, -0.06, -0.03], [0.05, 0.05, 0.00], [0.00, 0.01, -0.10], [-0.04, -0.06, 0.15], [0.01, 0.00, 0.04], [0.00, 0.01, 0.01], [0.01, 0.01, 0.02], [0.00, 0.00, 0.00], [0.02, 0.02, 0.04]]
}


[2]
{
  "formula": "C4H13N4O",
  "method": "ωB97M-V/def2-TZVPD",
  "e_lumo_ev": -2.580,
  "total_energy_ha": -454.3103,
  "max_force_ev_per_a": 1.2,
  "orbital_gap_ev": 11.19,
  "de_lowest_ev": 0.4764,
  "total_charge": 1,
  "homo_ev": -13.8,
  "elements": ["C", "C", "O", "N", "H", "H", "H", "H", "H", "C", "C", "N", "N", "N", "H", "H", "H", "H", "H", "H", "H", "H"],
  "xyz": [[0.933543, 0.504328, 3.781007], [0.030424, 0.142503, 2.623467], [-0.028001, 0.848345, 1.618129], [-0.787445, -0.902099, 2.850865], [1.933428, 0.701223, 3.396484], [1.014704, -0.349479, 4.446812], [-1.334919, -1.282570, 2.103276], [-0.808397, -1.297862, 3.773042], [0.431439, 1.302588, 4.319823], [-0.473493, -1.090987, -3.551191], [0.077644, 0.465071, -1.790689], [0.211925, -0.438756, -0.832770], [0.181485, 0.118407, -3.078281], [0.005819, 1.731323, -1.400876], [0.073089, -1.415922, -1.004551], [0.056560, -0.053532, 0.104633], [0.340873, 0.807712, -3.788431], [-0.000453, 2.462279, -2.090450], [0.130121, 1.981825, -0.426911], [-1.208990, -1.492469, -2.862012], [0.249503, -1.876517, -3.728004], [-1.028860, -0.865412, -4.463372]],
  "atomic_forces_ev_per_a": [[-0.30, -0.93, -0.35], [-0.27, 0.63, 0.98], [0.19, -0.45, -0.71], [0.53, 0.18, -0.26], [-0.19, 0.57, 0.18], [0.06, -0.02, 0.22], [-0.44, 0.01, 0.09], [-0.05, -0.37, -0.16], [0.47, 0.40, -0.02], [0.00, -0.57, -0.51], [1.21, 0.21, 0.08], [-0.73, 0.11, 0.24], [-0.90, -0.15, 0.16], [0.12, 0.44, -0.34], [0.19, -0.15, -0.12], [-0.05, -0.39, 0.28], [-0.08, 0.45, 0.16], [-0.06, 0.10, 0.08], [-0.02, -0.09, -0.08], [-0.07, 0.27, 0.34], [0.15, -0.17, -0.28], [0.25, -0.09, 0.01]]
}


[3]
{
  "formula": "C43H68O2PPtS",
  "method": "ωB97M-V/def2-TZVPD",
  "e_lumo_ev": -10.978,
  "total_energy_ha": -2687.6844,
  "max_force_ev_per_a": 0.6,
  "orbital_gap_ev": 5.34,
  "de_lowest_ev": 0.0000,
  "total_charge": 3,
  "homo_ev": -16.3,
  "elements": ["Pt", "C", "C", "C", "C", "C", "C", "C", "C", "C", "C", "C", "C", "C", "C", "C", "C", "C", "C", "C", "C", "C", "P", "C", "C", "C", "C", "C", "C", "C", "C", "H", "H", "H", "H", "H", "H", "H", "H", "H", "H", "H", "H", "H", "H", "H", "H", "H", "H", "H", "H", "H", "H", "H", "H", "H", "H", "H", "H", "H", "H", "H", "H", "H", "H", "H", "H", "H", "H", "H", "H", "H", "H", "H", "H", "H", "C", "S", "C", "O", "H", "H", "H", "H", "H", "H", "C", "C", "C", "C", "C", "C", "C", "C", "C", "C", "C", "C", "O", "H", "H", "H", "H", "H", "H", "H", "H", "H", "H", "H", "H", "H", "H", "H", "H", "H"],
  "xyz": [[0.087950, 0.073299, -0.425227], [4.421791, 1.542910, 1.153190], [3.874584, 1.558704, -0.269820], [4.568399, 2.659469, -1.099279], [2.394046, 1.787023, -0.376487], [1.733663, 1.329802, -1.534055], [0.391970, 1.679161, -1.841999], [0.006830, 1.669285, -3.306372], [0.359543, 3.073947, -3.832159], [-1.404598, 1.277008, -3.725817], [-0.381314, 2.136901, -0.685064], [0.370983, 2.876081, 0.371160], [1.704200, 2.613411, 0.532510], [-0.271007, 3.996956, 1.142222], [0.165047, 5.308912, 0.448970], [0.110067, 4.063672, 2.620539], [-1.859725, 2.355807, -0.872266], [-2.341548, 3.578226, -1.334105], [-3.686473, 3.746051, -1.619291], [-4.570746, 2.690853, -1.446264], [-4.111710, 1.482477, -0.952315], [-2.759506, 1.305484, -0.654851], [-2.103655, -0.195729, 0.136077], [-2.851471, -1.764776, -0.539225], [-1.980390, -2.946072, -0.084078], [-2.797674, -1.675663, -2.069059], [-4.291380, -2.039035, -0.087017], [-2.500755, 0.028683, 1.953321], [-1.660968, 1.197818, 2.463921], [-3.977775, 0.391093, 2.162182], [-2.147382, -1.217937, 2.765918], [5.484975, 1.306318, 1.133087], [3.918740, 0.797344, 1.769917], [4.323289, 2.517049, 1.633366], [4.088243, 0.598577, -0.751440], [4.369176, 3.643226, -0.671673], [4.235207, 2.659249, -2.136721], [5.644977, 2.495822, -1.086828], [2.327161, 0.846339, -2.301302], [0.696273, 0.960220, -3.774287], [-0.307969, 3.826277, -3.409186], [0.235821, 3.093249, -4.914236], [1.388596, 3.353450, -3.603281], [-2.153247, 2.008904, -3.430381], [-1.691942, 0.305359, -3.332192], [-1.424079, 1.213912, -4.813817], [2.259551, 3.113800, 1.312395], [-1.354326, 3.916206, 1.056342], [1.228778, 5.484400, 0.613079], [-0.390014, 6.144796, 0.873756], [-0.005517, 5.299294, -0.626514], [1.168439, 4.293044, 2.752347], [-0.119455, 3.136805, 3.146878], [-0.450040, 4.868673, 3.095512], [-1.660395, 4.399457, -1.503787], [-4.042060, 4.697165, -1.992240], [-5.619262, 2.812507, -1.681570], [-4.820632, 0.683213, -0.794052], [-0.948808, -2.823749, -0.404951], [-2.383245, -3.853578, -0.539313], [-1.991507, -3.095737, 0.992810], [-1.774000, -1.549468, -2.425767], [-3.418059, -0.866850, -2.454561], [-3.185832, -2.610783, -2.478900], [-4.360982, -2.241955, 0.980385], [-4.632076, -2.936849, -0.606539], [-4.990050, -1.244935, -0.338606], [-1.875672, 2.105060, 1.904559], [-0.589374, 0.991860, 2.418186], [-1.935393, 1.387263, 3.504066], [-4.230895, 1.346811, 1.705783], [-4.141561, 0.488645, 3.237549], [-4.666539, -0.366904, 1.799107], [-1.111452, -1.521445, 2.607182], [-2.801339, -2.060708, 2.549982], [-2.275168, -0.981763, 3.824680], [2.839727, -2.824460, -2.663260], [1.372785, -3.073188, -1.678254], [0.376466, -3.916894, -2.892804], [0.749908, -1.674938, -1.581876], [3.268251, -3.798841, -2.898727], [3.548699, -2.248616, -2.071667], [2.571399, -2.290959, -3.574095], [0.854003, -4.869491, -3.122786], [0.291280, -3.297132, -3.784329], [-0.601380, -4.097409, -2.452901], [3.529871, -2.377957, 1.212410], [2.593254, -2.933338, 2.300948], [1.145036, -3.029380, 1.788816], [2.748900, -2.145852, 3.563627], [3.418371, -2.620593, 4.639901], [3.609712, -1.810236, 5.788488], [3.139236, -0.499134, 5.932570], [2.409956, 0.069028, 4.929728], [1.744591, 1.386346, 5.010430], [0.313235, 1.109017, 5.547515], [2.465907, 2.401950, 5.889893], [2.214026, -0.734458, 3.647691], [1.674269, -0.221624, 2.695929], [3.541016, -3.079029, 0.378350], [4.555383, -2.272170, 1.566501], [3.173672, -1.408568, 0.855865], [2.936887, -3.940810, 2.546130], [0.893757, -2.166945, 1.160803], [0.425596, -3.109324, 2.603507], [1.047500, -3.928544, 1.182930], [3.830782, -3.621365, 4.636923], [4.159800, -2.242581, 6.618768], [3.340595, 0.037443, 6.849357], [1.642234, 1.766082, 3.991173], [0.359400, 0.753108, 6.576670], [-0.221969, 0.375331, 4.943743], [-0.246155, 2.044384, 5.533185], [2.460201, 2.107530, 6.939867], [1.948667, 3.358685, 5.827147], [3.498275, 2.555023, 5.575965]],
  "atomic_forces_ev_per_a": [[-0.25, 0.15, -0.52], [-0.01, -0.02, 0.00], [0.03, -0.01, 0.01], [-0.02, -0.01, 0.00], [-0.03, 0.02, 0.03], [-0.02, 0.06, -0.04], [0.08, 0.11, 0.07], [-0.03, 0.00, 0.00], [-0.01, -0.03, 0.00], [0.00, -0.03, 0.01], [0.15, 0.09, 0.06], [-0.11, -0.08, -0.05], [0.05, -0.02, 0.01], [0.01, 0.04, 0.01], [-0.01, -0.01, 0.02], [0.00, -0.02, 0.03], [-0.01, 0.08, 0.03], [0.00, -0.07, 0.02], [-0.01, 0.02, -0.02], [-0.04, 0.01, 0.00], [0.04, -0.03, 0.02], [-0.05, -0.01, 0.01], [-0.07, -0.03, 0.07], [0.02, 0.02, -0.01], [0.00, 0.00, 0.00], [-0.04, -0.08, 0.06], [-0.02, -0.01, -0.01], [0.11, -0.01, -0.01], [-0.06, -0.04, 0.01], [-0.02, -0.01, -0.01], [-0.03, -0.01, -0.01], [0.00, -0.01, -0.01], [-0.03, 0.00, 0.02], [0.01, 0.01, 0.01], [0.00, 0.00, 0.01], [0.00, 0.00, 0.00], [0.00, 0.00, 0.00], [0.01, 0.00, 0.00], [-0.02, 0.01, -0.03], [-0.01, -0.01, 0.00], [0.00, 0.00, 0.00], [0.00, 0.01, 0.00], [0.01, 0.00, 0.00], [0.00, 0.01, -0.01], [0.03, 0.04, 0.00], [-0.01, -0.01, 0.00], [0.00, 0.00, 0.01], [0.01, 0.00, 0.00], [0.00, 0.00, 0.00], [-0.01, 0.00, 0.00], [0.01, 0.00, -0.02], [0.01, 0.00, 0.00], [0.02, 0.03, -0.01], [0.00, 0.00, 0.01], [0.02, 0.02, -0.01], [0.00, 0.00, 0.00], [0.00, 0.01, 0.00], [0.01, -0.01, 0.00], [0.00, 0.00, 0.02], [0.01, 0.00, -0.02], [-0.01, -0.01, -0.03], [-0.01, 0.01, 0.02], [0.02, 0.01, -0.02], [0.00, 0.00, -0.01], [0.01, -0.01, -0.03], [0.01, -0.01, 0.00], [0.00, 0.00, -0.01], [-0.01, 0.04, -0.02], [0.02, -0.02, -0.01], [0.00, 0.00, 0.00], [0.00, 0.00, 0.00], [-0.01, 0.01, 0.00], [0.01, 0.05, 0.02], [0.02, -0.01, 0.00], [0.01, 0.02, 0.02], [0.01, 0.01, 0.01], [0.00, 0.00, -0.01], [0.03, -0.01, -0.02], [-0.01, 0.00, -0.01], [0.09, -0.15, 0.07], [0.00, -0.01, 0.00], [-0.01, 0.00, 0.01], [0.00, 0.00, 0.00], [0.01, 0.00, 0.00], [0.01, 0.01, 0.00], [0.00, -0.01, 0.00], [-0.01, 0.00, 0.01], [-0.02, -0.03, -0.01], [0.13, 0.01, 0.05], [-0.03, 0.03, 0.01], [-0.04, -0.03, -0.12], [0.03, 0.03, 0.09], [-0.04, 0.06, -0.03], [0.03, 0.01, -0.04], [-0.06, 0.01, 0.03], [0.02, 0.02, 0.00], [0.00, 0.02, 0.03], [0.02, -0.08, -0.05], [0.08, -0.09, 0.17], [0.01, 0.00, -0.01], [0.00, 0.00, 0.00], [0.00, 0.00, 0.00], [-0.01, 0.00, -0.01], [-0.03, -0.07, 0.18], [0.00, 0.01, 0.01], [0.00, 0.00, -0.01], [0.00, 0.00, 0.00], [0.00, -0.01, 0.00], [0.00, 0.00, 0.00], [0.00, 0.01, -0.01], [-0.01, 0.00, 0.00], [0.01, 0.00, -0.01], [0.00, 0.00, 0.00], [0.00, 0.00, 0.00], [0.00, 0.00, 0.00], [0.01, -0.01, -0.01]]
}